[1]
Molecular formula: C2H5N2O
Method: DFT, ωB97M-V/def2-TZVPD

The structure (SMILES) is [NH+]#CCON. The calculation puts the HOMO energy at -14.040 eV. The value obtained for the frontier orbital gap is 7.977 eV.

ORCA input file:
```
! wB97M-V def2-TZVPD RIJCOSX def2/J DEFGRID3
* xyz 1 1
N 1.970 0.591 -2.129
C 1.239 0.392 -1.250
C 0.026 0.404 -0.440
O 0.164 -0.209 0.893
N -0.922 -1.008 1.323
H 2.907 0.539 -2.528
H -0.280 1.483 -0.238
H -0.919 0.136 -0.916
H -0.560 -1.676 2.033
H -1.535 -0.331 1.858
*
```

---

[2]
Molecular formula: C2H5N2O
Method: DFT, ωB97M-V/def2-TZVPD

The calculation puts the HOMO energy (spin up / spin down) at -15.782 / -15.725 eV. The value obtained for the frontier orbital gap (spin up / spin down) is 8.446 / 8.217 eV.

ORCA input file:
```
! wB97M-V def2-TZVPD RIJCOSX def2/J DEFGRID3
* xyz 1 1
C 1.028 0.366 0.164
C -1.227 -0.175 -0.057
N 0.137 -0.596 0.333
N 0.652 1.555 -0.013
O -1.359 1.112 0.191
H 2.085 0.092 0.179
H -1.412 -0.472 -1.109
H -1.949 -0.709 0.596
H 0.377 -1.565 0.496
H 0.944 2.498 -0.207
*
```

---

[3]
Molecular formula: C2H5N2O2
Method: DFT, ωB97M-V/def2-TZVPD

The structure (SMILES) is [NH2+]=C=[NH+]OC[O-]. The calculation puts the HOMO energy at -15.004 eV. The value obtained for the frontier orbital gap is 8.691 eV.

ORCA input file:
```
! wB97M-V def2-TZVPD RIJCOSX def2/J DEFGRID3
* xyz 1 1
N 1.848 -0.361 -0.179
C 0.643 -0.326 0.265
N -0.452 -0.991 0.441
O -1.607 -0.247 0.709
C -1.524 0.994 0.076
O -0.306 1.483 0.318
H 2.517 -1.009 0.190
H 2.363 0.299 -0.712
H -0.432 -1.876 1.009
H -2.232 1.807 0.606
H -1.588 0.981 -0.982
*
```

---

[4]
Molecular formula: C2H5N2O2
Method: DFT, ωB97M-V/def2-TZVPD

The structure (SMILES) is ON1C=[NH+]CO1. The calculation puts the HOMO energy at -14.444 eV. The value obtained for the frontier orbital gap is 9.539 eV.

ORCA input file:
```
! wB97M-V def2-TZVPD RIJCOSX def2/J DEFGRID3
* xyz 1 1
O -2.418 -0.646 0.679
N -1.310 -0.129 0.117
C -0.332 -0.957 -0.469
N 0.822 -0.372 -0.340
C 0.688 0.907 0.405
O -0.684 0.857 0.882
H -3.109 0.002 0.645
H -0.419 -1.886 -1.067
H 1.764 -0.682 -0.534
H 1.188 1.153 1.300
H 0.966 1.622 -0.332
*
```

---

[5]
Molecular formula: C2H5N2O2
Method: DFT, ωB97M-V/def2-TZVPD

The structure (SMILES) is [NH2+]=C1NOCO1. The calculation puts the HOMO energy at -15.170 eV. The value obtained for the frontier orbital gap is 10.723 eV.

ORCA input file:
```
! wB97M-V def2-TZVPD RIJCOSX def2/J DEFGRID3
* xyz 1 1
N -1.992 -0.185 -0.197
C -0.718 0.053 -0.032
N 0.061 1.105 0.022
O 1.418 0.845 -0.220
C 1.616 -0.522 0.162
O 0.410 -1.171 -0.110
H -2.630 0.505 -0.561
H -2.287 -1.146 -0.407
H 0.064 2.065 0.358
H 1.650 -0.677 1.321
H 2.407 -0.873 -0.336
*
```

---

[6]
Molecular formula: C2H5N2O2P
Method: DFT, ωB97M-V/def2-TZVPD

The structure (SMILES) is N#CCNP(O)O. The calculation puts the HOMO energy at -9.895 eV. The value obtained for the frontier orbital gap is 10.535 eV.

ORCA input file:
```
! wB97M-V def2-TZVPD RIJCOSX def2/J DEFGRID3
* xyz 0 1
N -3.513 -0.396 0.197
C -2.478 -0.107 -0.169
C -1.285 0.608 -0.459
N -0.126 -0.071 0.158
P 1.471 0.043 -0.591
O 2.350 0.919 0.415
O 2.004 -1.342 0.141
H -0.966 0.644 -1.459
H -1.457 1.665 -0.271
H -0.081 -0.067 1.170
H 2.822 0.157 0.900
H 1.260 -2.055 -0.032
*
```

---

[7]
Molecular formula: C2H5N2O2S
Method: DFT, ωB97M-V/def2-TZVPD

The calculation puts the HOMO energy (spin up / spin down) at -13.504 / -13.505 eV. The value obtained for the frontier orbital gap (spin up / spin down) is 7.988 / 7.990 eV.

ORCA input file:
```
! wB97M-V def2-TZVPD RIJCOSX def2/J DEFGRID3
* xyz 1 1
C 0.013 1.190 -0.413
C -0.273 -1.422 0.892
N -1.300 1.144 -0.572
N 0.808 0.040 -0.606
O -1.964 0.218 -1.064
O 0.637 -1.160 0.019
S -0.455 -3.063 1.424
H 0.433 1.996 -0.049
H -0.978 -0.872 1.546
H -1.906 1.977 -0.299
H 1.530 -0.185 -1.258
H 0.257 -3.578 0.378
*
```

---

[8]
Molecular formula: C2H5N2O6S2
Method: DFT, ωB97M-V/def2-TZVPD

The structure (SMILES) is CC(=O)N(S(N)(=O)=O)S(=O)(=O)[O-]. The calculation puts the HOMO energy at -6.595 eV. The value obtained for the frontier orbital gap is 10.178 eV.

ORCA input file:
```
! wB97M-V def2-TZVPD RIJCOSX def2/J DEFGRID3
* xyz -1 1
C 1.795 1.429 0.459
C 0.276 1.324 0.565
O -0.395 2.179 1.076
N -0.203 0.086 0.166
S -1.802 0.163 -0.173
N -1.922 -1.116 -1.275
O -2.619 -0.326 0.885
O -2.022 1.403 -0.851
S 0.743 -1.391 0.182
O 1.818 -1.148 1.174
O 1.157 -1.375 -1.236
O -0.234 -2.357 0.563
H 2.310 0.919 -0.461
H 2.093 2.482 0.447
H 2.089 0.688 1.239
H -1.320 -1.036 -1.996
H -1.765 -1.925 -0.764
*
```

---

no.,electronic energy (a.u.)
1,-263.543133
2,-263.544275
3,-338.726088
4,-338.786499
5,-338.809470
6,-680.570042
7,-736.901975
8,-1436.616232